Version one
Formula: C3H4
Source: the OMol25 dataset
Level of theory: ωB97M-V/def2-TZVPD

The HOMO energy is -9.271 eV. The calculation puts the frontier orbital gap at 10.47 eV. As for the LUMO energy: 1.2 eV.

```
7
Properties=species:S:1:pos:R:3:nbo_charge:R:1
C -0.59153 0.55012 0.11154 -0.131
C 0.69652 -0.02170 0.10899 -0.437
C -0.61225 -0.73747 0.08344 -0.215
H -1.14775 -1.71304 -0.15896 0.240
H 1.28377 0.08587 -0.93300 0.143
H 1.45184 -0.03679 0.94375 0.182
H -1.08061 1.87300 -0.15577 0.217
```



Version two
Formula: C3H4
Source: the OMol25 dataset
Level of theory: ωB97M-V/def2-TZVPD

The HOMO energy is -10.375 eV. The calculation puts the frontier orbital gap at 10.38 eV. As for the LUMO energy: 0.0 eV.

```
7
Properties=species:S:1:pos:R:3:nbo_charge:R:1
C 0.98323 -0.64745 0.28000 -0.581
C -0.33142 0.03792 0.12449 -0.624
C 1.37015 -1.36618 1.24833 0.230
H -0.88738 -0.42302 0.91958 0.226
H 1.72585 -0.91815 -0.41228 0.286
H -0.72711 -0.13675 -0.87727 0.231
H -0.41192 1.12183 0.36112 0.232
```



Verdict on stability: version two comes out on top.